The following is a DFT calculation (ωB97M-V with the def2-TZVPD basis set) of C31H60N10OSn as an isolated structure.

The calculation puts the gap between HOMO and LUMO (spin up / spin down) at 6.115 / 8.005 eV. Its electronic energy is -55885.577 eV. Its net charge is +2.

```
103
Properties=species:S:1:pos:R:3:lowdin_charge:R:1
Sn -0.0320 -0.5199 -2.1131 1.37
C 4.4963 0.9088 -2.6787 -0.05
N 3.4992 -0.1335 -2.8724 -0.15
C 2.7772 -0.0690 -4.1323 -0.07
C 3.2793 -1.1187 -1.9632 -0.42
N 2.0748 -1.6411 -1.8277 -0.07
C 1.9827 -3.0550 -1.4789 -0.21
C 0.8245 -3.6338 -2.2701 -0.16
N -0.4568 -3.0066 -1.8391 -0.28
C -1.5227 -3.1872 -2.8557 -0.18
C -2.7680 -2.4111 -2.4645 -0.21
N -2.3725 -1.0258 -2.2392 -0.07
C -3.2978 -0.0959 -2.1218 -0.42
N -4.5179 -0.3113 -1.5671 -0.13
C -4.7171 -1.2406 -0.4670 -0.04
C -5.7303 0.3376 -2.0563 -0.03
N -3.0475 1.1623 -2.5835 -0.15
C -2.2846 1.4091 -3.7972 -0.08
C -3.5801 2.3534 -1.9435 -0.04
C -0.8426 -3.4834 -0.5730 0.04
C -0.5979 -0.8461 1.1070 -0.25
N -0.3048 0.0663 0.0255 -0.06
C -0.2852 1.3710 0.3281 -0.40
N 0.6188 2.1800 -0.2577 -0.13
C 1.9282 1.6993 -0.6655 -0.08
C 0.3673 3.5906 -0.5253 -0.02
N -1.1608 1.9323 1.1910 -0.11
C -2.5044 1.4148 1.3917 -0.03
C -0.7616 2.9755 2.1338 -0.01
N 4.3338 -1.5294 -1.2157 -0.13
C 5.6943 -1.6160 -1.7335 -0.03
C 4.1498 -1.9947 0.1493 -0.03
H 4.0452 1.8776 -2.9045 0.09
H 5.3577 0.7806 -3.3368 0.10
H 4.8368 0.9184 -1.6468 0.09
H 2.0991 0.7880 -4.1650 0.07
H 2.2019 -0.9796 -4.2749 0.07
H 3.4909 0.0307 -4.9523 0.10
H 1.8276 -3.2091 -0.4091 0.10
H 2.8946 -3.5922 -1.7522 0.14
H 0.7540 -4.7175 -2.1544 0.14
H 0.9683 -3.4050 -3.3275 0.12
H -1.7475 -4.2498 -2.9754 0.14
H -1.1334 -2.8085 -3.8035 0.12
H -3.2317 -2.8809 -1.5973 0.08
H -3.4970 -2.4855 -3.2762 0.14
H -5.1976 -2.1673 -0.7888 0.10
H -5.3612 -0.7678 0.2765 0.10
H -3.7635 -1.4746 0.0028 0.08
H -5.5341 0.8401 -2.9989 0.10
H -6.1222 1.0590 -1.3362 0.10
H -6.4921 -0.4235 -2.2273 0.10
H -2.0699 0.4691 -4.2974 0.08
H -1.3431 1.9231 -3.5880 0.06
H -2.8742 2.0399 -4.4660 0.10
H -4.0483 2.0963 -0.9987 0.08
H -4.3122 2.8621 -2.5744 0.10
H -2.7604 3.0511 -1.7497 0.09
H -0.0896 -3.6574 0.1753 0.08
H -1.8833 -3.6585 -0.3629 0.08
H -1.0723 -0.3321 1.9349 0.08
H -1.2320 -1.6587 0.7589 0.10
H 2.0962 0.7023 -0.2621 0.07
H 2.6920 2.3780 -0.2790 0.11
H 2.0145 1.6719 -1.7541 0.06
H -0.6861 3.8173 -0.3872 0.09
H 0.6391 3.8031 -1.5606 0.10
H 0.9608 4.2352 0.1249 0.10
H -2.7414 0.6889 0.6170 0.07
H -3.2118 2.2448 1.3358 0.10
H -2.6111 0.9485 2.3749 0.10
H 0.3100 3.1436 2.0756 0.09
H -0.9884 2.6324 3.1454 0.09
H -1.2933 3.9097 1.9443 0.10
H 5.6934 -1.4962 -2.8131 0.10
H 6.0939 -2.6038 -1.5007 0.10
H 6.3518 -0.8677 -1.2868 0.10
H 3.1543 -1.7326 0.4969 0.06
H 4.8882 -1.5107 0.7914 0.11
H 4.2814 -3.0758 0.2333 0.10
C -0.5464 2.3722 6.8655 -0.04
C -0.0573 1.5785 5.6881 -0.26
C 1.0807 1.9595 4.9796 -0.02
C 1.5560 1.2303 3.9066 -0.22
C 2.7749 1.7147 3.1678 -0.04
C 0.8729 0.0495 3.4966 -0.14
C 1.3626 -0.6289 2.3524 -0.06
O 0.6029 -1.4566 1.5635 -0.09
C -0.2462 -0.3903 4.2603 -0.20
C -0.8841 -1.7474 4.0697 -0.03
C -0.6894 0.3950 5.3122 -0.01
H -0.1231 3.3753 6.8737 0.08
H -0.2605 1.8847 7.7997 0.09
H -1.6335 2.4554 6.8647 0.08
H 1.6082 2.8600 5.2749 0.12
H 3.1332 2.6500 3.5931 0.09
H 2.5676 1.8792 2.1047 0.06
H 3.5932 0.9926 3.2282 0.09
H 2.3888 -0.5397 2.0310 0.09
H -0.1600 -2.4872 3.7299 0.09
H -1.7111 -1.7414 3.3535 0.08
H -1.2948 -2.0874 5.0186 0.09
H -1.5302 0.0429 5.9013 0.13
```